Below is C13H29Cl2N2OP2PtSe as an isolated structure, with properties calculated with the ωB97M-V functional and the def2-TZVPD basis.

Atoms and positions in Å:
C -1.58 0.40 -3.73
C -0.85 -0.61 -2.95
H -2.62 0.30 -3.37
H -1.54 0.16 -4.84
H -1.12 1.38 -3.57
O -1.39 -1.28 -2.08
Cl 0.83 -0.72 -3.12
Pt 0.54 0.60 1.70
P 0.37 -2.24 0.30
C -0.75 -3.25 1.38
C 0.09 -3.35 -1.14
H 0.40 -4.39 -0.93
H 2.02 -4.07 0.42
H 0.66 -2.93 -1.97
H 2.72 -2.47 -0.03
H -1.77 -2.88 1.19
H -0.98 -3.33 -1.39
C 2.02 -2.99 0.65
H -0.72 -4.31 1.08
H 2.34 -2.81 1.69
H -0.55 -3.15 2.45
P 0.21 2.46 0.39
C -0.94 3.50 1.34
C 1.76 3.41 0.24
H 0.27 2.08 -1.99
H -0.46 3.68 -1.58
H -1.42 2.17 -1.38
C -0.42 2.61 -1.32
H 2.36 2.95 -0.57
H 1.49 4.44 -0.03
H -0.70 4.55 1.14
H -0.84 3.29 2.41
H 2.32 3.38 1.18
H -1.96 3.29 1.02
Cl 2.84 0.38 1.49
C -4.22 -0.20 4.11
N -2.89 -0.42 4.65
C -2.56 -0.76 5.96
C -1.22 -0.92 6.00
N -0.73 -0.68 4.71
C 0.63 -0.85 4.26
C -1.76 -0.35 3.90
Se -1.73 0.14 2.09
H -4.32 0.82 3.71
H -4.96 -0.34 4.90
H -4.44 -0.93 3.31
H -3.31 -0.85 6.72
H -0.55 -1.18 6.81
H 1.01 0.10 3.81
H 1.20 -1.08 5.15
H 0.71 -1.67 3.54

Properties
Lowest unoccupied orbital energy (alpha / beta) = -8.83 / -13.95 eV
Net charge = +3
Molar mass = 636.28 g mol⁻¹
Spin multiplicity = 5
<S²> = 6.032
Frontier orbital gap (alpha / beta) = 0.307 / 0.164 Ha
HOMO energy (alpha / beta) = -0.6315 / -0.6767 hartree

Here are the Mulliken charges for atoms 1 to 2, given in e: atom 1 (C): -1.01, atom 2 (C): 0.74

Below is a 3-piece molecular cluster, C13H29N2O5 overall, with properties calculated with the ωB97M-V functional and the def2-TZVPD basis.

Atoms and positions in Å:
C -2.63 -2.50 1.53
N -1.60 -3.35 0.98
C -2.10 -4.65 0.63
C -0.45 -3.45 1.84
O -0.60 -3.54 3.06
C 0.89 -3.32 1.15
N 1.04 -2.01 0.63
C 1.65 -1.14 1.57
C 0.76 0.02 2.01
O 0.47 0.95 0.93
C 1.51 1.72 0.60
O 2.13 1.58 -0.44
H -3.42 -2.37 0.80
H -3.04 -2.85 2.48
H -2.20 -1.51 1.71
H -2.91 -4.54 -0.09
H -1.33 -5.24 0.15
H -2.49 -5.22 1.49
H 0.92 -4.09 0.36
H 1.63 -3.60 1.92
H 2.59 -0.71 1.18
H 1.92 -1.64 2.52
H 1.18 0.55 2.87
H -0.19 -0.40 2.30
H 1.77 2.56 1.26
C 1.77 -1.72 -3.81
C 1.73 -0.26 -4.25
C 3.14 0.30 -4.44
O 1.01 0.52 -3.30
H 2.27 -1.82 -2.85
H 0.75 -2.10 -3.68
H 2.29 -2.34 -4.54
H 1.18 -0.17 -5.19
H 3.69 0.26 -3.49
H 3.10 1.34 -4.75
H 3.70 -0.27 -5.19
H 1.49 0.47 -2.46
C -3.06 4.63 1.58
C -1.55 4.79 1.64
C -0.93 4.75 0.25
O -0.97 3.78 2.46
H -3.33 3.67 1.13
H -3.49 4.66 2.58
H -3.52 5.42 0.98
H -1.30 5.73 2.12
H -1.13 3.79 -0.23
H 0.15 4.85 0.32
H -1.31 5.54 -0.39
H -1.14 2.92 2.06

Properties
Lowest unoccupied orbital energy = 2.89 eV
Net charge = -1
Molar mass = 293.38 g mol⁻¹
Frontier orbital gap = 0.189 Ha
HOMO energy = -0.0833 hartree

Here are the Mulliken charges for atoms 1 to 2, given in e: atom 1 (C): -0.86, atom 2 (N): 0.22

Below is a 2-piece molecular cluster, C13H29N3O2 overall, with properties calculated with the ωB97M-V functional and the def2-TZVPD basis.

Atoms and positions in Å:
C 2.25 3.90 0.09
N 0.84 3.68 0.48
C 0.15 2.88 -0.50
N -1.24 2.53 -0.01
C -2.01 3.61 0.65
C -2.35 4.71 -0.35
O -3.20 4.54 -1.18
H 2.92 3.32 0.73
H 2.50 4.95 0.21
H 2.43 3.65 -0.96
H 0.41 4.59 0.56
H 0.67 1.93 -0.60
H 0.06 3.33 -1.50
H -1.76 2.17 -0.81
H -1.14 1.73 0.63
H -2.95 3.19 1.02
H -1.47 4.00 1.51
H -1.80 5.67 -0.29
C 1.81 -2.71 -1.34
C 1.41 -1.74 -0.22
C 1.58 -2.40 1.15
C 0.50 -3.43 1.48
C -0.89 -2.82 1.33
C -1.13 -2.21 -0.05
N -0.01 -1.27 -0.39
O -0.18 -0.11 0.15
C -1.27 -3.31 -1.11
C -2.45 -1.44 -0.06
C 2.36 -0.55 -0.34
H 1.23 -3.62 -1.37
H 1.72 -2.22 -2.32
H 2.85 -3.00 -1.21
H 1.57 -1.62 1.92
H 2.57 -2.86 1.19
H 0.61 -4.31 0.85
H 0.63 -3.77 2.51
H -1.66 -3.58 1.50
H -1.03 -2.05 2.09
H -1.17 -2.91 -2.12
H -2.26 -3.76 -1.03
H -0.57 -4.13 -0.99
H -2.49 -0.69 0.72
H -3.26 -2.14 0.10
H -2.61 -0.95 -1.03
H 2.20 -0.02 -1.28
H 3.38 -0.92 -0.32
H 2.25 0.15 0.49

Properties
Lowest unoccupied orbital energy (alpha / beta) = -3.27 / -3.27 eV
Net charge = +1
Molar mass = 259.39 g mol⁻¹
Spin multiplicity = 2
<S²> = 0.754
Frontier orbital gap (alpha / beta) = 0.308 / 0.351 Ha
HOMO energy (alpha / beta) = -0.4276 / -0.4709 hartree

Here are the Mulliken charges for atoms 1 to 2, given in e: atom 1 (C): -0.95, atom 2 (N): -0.35

Below is C13H29N7O2PtSb2 as an isolated structure, with properties calculated with the ωB97M-V functional and the def2-TZVPD basis.

Atoms and positions in Å:
Pt 1.26 1.09 -0.26
C -2.85 0.75 0.78
Sb -1.19 0.19 -0.57
C -2.18 0.92 -2.33
C -1.53 -1.85 -1.09
C -1.77 -2.62 0.09
C -3.10 -2.88 0.56
C -3.29 -3.49 1.79
C -2.17 -4.03 2.47
C -0.88 -3.87 2.00
C -0.63 -3.23 0.78
C 0.85 -2.96 0.41
Sb 1.58 -0.90 1.15
C 0.68 -1.22 3.01
C 3.65 -1.63 1.00
H -2.98 -0.18 1.46
H -3.76 1.03 0.24
H -2.53 1.64 1.28
H -3.09 0.36 -2.49
H -1.44 0.69 -3.16
H -2.35 2.03 -2.35
H -0.62 -2.08 -1.61
H -2.35 -1.77 -1.84
H -3.95 -2.35 0.07
H -4.32 -3.53 2.18
H -2.29 -4.56 3.42
H 0.02 -4.11 2.52
H 1.21 -2.98 -0.63
H 1.42 -3.64 1.01
H 1.01 -2.24 3.33
H -0.47 -1.13 2.97
H 0.99 -0.47 3.76
H 3.91 -1.92 2.00
H 4.22 -0.80 0.55
H 3.55 -2.52 0.34
N 1.85 1.13 -2.36
N 1.26 2.09 -3.17
C 0.55 3.07 -2.48
N 0.21 4.21 -3.13
N 0.49 2.84 -1.17
N -0.17 3.79 -0.35
O -0.38 4.93 -0.86
O -0.50 3.40 0.77
H 2.87 1.15 -2.31
H 1.64 0.20 -2.77
H 1.41 1.98 -4.16
H 0.44 4.22 -4.06
H -0.61 4.66 -2.84
N 2.50 3.24 1.50
N 2.83 2.35 0.36
H 2.90 2.69 2.29
H 1.45 3.21 1.58
H 3.77 1.99 0.67
H 2.87 3.10 -0.35

Properties
Lowest unoccupied orbital energy (alpha / beta) = -6.81 / -8.24 eV
Net charge = +2
Molar mass = 754.02 g mol⁻¹
Energy above the lowest of the compared OMol25 structures with the same formula, charge and spin = 2.628 eV
Spin multiplicity = 3
<S²> = 2.009
Frontier orbital gap (alpha / beta) = 0.191 / 0.187 Ha
HOMO energy (alpha / beta) = -0.4411 / -0.4903 hartree

Here are the Mulliken charges for atoms 1 to 2, given in e: atom 1 (Pt): 1.33, atom 2 (C): -1.16

Below is C13H30AsF9O19S2V3 as an isolated structure, with properties calculated with the ωB97M-V functional and the def2-TZVPD basis.

Atoms and positions in Å:
O -1.04 -3.91 -2.09
V -2.11 -3.13 -1.15
O -3.60 -3.35 -1.73
O 2.19 -4.04 3.24
V 0.64 -3.66 3.50
O 0.63 -2.54 4.68
O -0.29 2.89 1.32
V -1.53 1.83 1.31
O -2.17 1.89 -0.15
C 1.74 -0.19 -0.03
F 1.33 0.95 -0.47
F 2.17 -0.85 -1.09
F 2.74 0.13 0.76
S 0.26 -1.10 0.76
O 0.75 -2.13 1.71
O -0.36 0.07 1.42
O -0.57 -1.71 -0.30
S -1.69 -4.59 1.98
O -1.89 -4.17 0.60
O -2.94 -4.93 2.65
O -0.61 -5.56 2.18
O -1.38 -3.48 2.84
As -4.54 -0.76 1.21
F -3.75 -1.99 2.24
F -5.71 -1.99 0.67
F -5.26 0.43 0.10
F -3.26 0.47 1.72
F -3.43 -1.37 -0.03
F -5.61 -0.29 2.57
C 8.38 1.69 -2.07
O 7.73 2.07 -0.90
C 7.94 1.15 0.21
C 7.70 -0.39 0.12
O 6.59 -0.84 -0.69
C 5.31 -0.46 -0.33
H 8.35 2.48 -2.82
H 7.80 0.87 -2.49
H 9.41 1.34 -1.96
H 7.30 1.40 1.05
H 8.98 1.41 0.42
H 7.50 -0.69 1.15
H 8.59 -0.87 -0.28
H 5.16 -0.43 0.75
H 4.53 -1.01 -0.84
H 5.14 0.55 -0.70
C -4.68 3.70 1.15
O -3.51 3.54 2.00
C -3.83 3.02 3.36
C -2.52 3.00 4.14
O -1.62 2.05 3.58
C -0.58 1.52 4.50
H -4.52 4.02 0.12
H -5.07 4.59 1.62
H -5.35 2.84 1.07
H -4.30 2.04 3.29
H -4.50 3.75 3.82
H -2.80 2.69 5.15
H -2.09 4.00 4.19
H -1.01 1.00 5.36
H 0.00 2.35 4.89
H 0.13 0.94 3.91
C -1.29 -0.02 -2.68
O -1.82 -1.35 -2.83
C -2.46 -1.56 -4.09
C -1.58 -1.35 -5.42
O -1.23 0.01 -5.67
C -2.33 0.81 -6.10
H -1.96 0.81 -2.91
H -0.48 0.12 -3.40
H -1.01 0.20 -1.65
H -3.31 -0.89 -4.24
H -2.81 -2.59 -4.09
H -2.06 -1.78 -6.30
H -0.61 -1.84 -5.32
H -2.96 0.96 -5.22
H -2.93 0.38 -6.91
H -2.09 1.85 -6.34

Properties
Lowest unoccupied orbital energy (alpha / beta) = -2.74 / -5.04 eV
Net charge = 0
Molar mass = 953.23 g mol⁻¹
Spin multiplicity = 2
<S²> = 0.758
Frontier orbital gap (alpha / beta) = 0.243 / 0.158 Ha
HOMO energy (alpha / beta) = -0.3437 / -0.3437 hartree

Here are the Mulliken charges for atoms 1 to 2, given in e: atom 1 (O): -0.47, atom 2 (V): 1.37

Results for largest force on an atom: 0.08670 0.04254 0.03328 0.08362 0.08288 (in hartree/bohr, following the order of the records).